# C4H8N2

A single C4H8N2 molecule at a distorted geometry (the ωB97M-V functional and the def2-TZVPD basis, the OMol25 dataset).

Results
Relative energy (zero: lowest compared OMol25 entry of this formula, charge and spin)   67.24 kcal/mol
Structure (SMILES)   C=CN(C)N=C
HOMO-LUMO gap   9.1 eV
Largest force on an atom   4.69 eV/A
Charge   0

```
14
Properties=species:S:1:pos:R:3:forces:R:3:lowdin_charge:R:1
C -1.5493 0.0435 1.4051 -0.3 0.7 -0.4 -0.02
C -0.2553 -0.0221 1.1151 2.5 -2.8 2.8 -0.28
N 0.4867 -0.0800 -0.0178 -1.0 0.7 -3.5 -0.23
C 1.9018 0.3153 -0.0201 -0.4 0.1 0.1 -0.08
N -0.2071 0.5158 -1.2252 0.2 -1.2 0.3 0.03
C -0.9433 -0.3279 -1.8493 0.5 0.2 0.8 -0.04
H -1.8922 -0.0837 2.4247 0.1 -0.1 -0.2 0.04
H -2.2697 0.3360 0.6514 -0.1 0.0 0.1 0.03
H 0.5007 -0.5260 1.8699 -1.8 1.5 -0.6 0.15
H 2.3307 0.1410 -1.0108 -0.2 0.0 0.2 0.08
H 2.4601 -0.2962 0.6960 -0.3 0.1 0.0 0.08
H 2.0114 1.3727 0.2369 0.1 0.0 0.0 0.08
H -1.0924 -1.3700 -1.5162 0.2 0.4 0.0 0.09
H -1.4821 -0.0183 -2.7596 0.4 0.2 0.5 0.07
```
Positions in Å, forces in eV/Å.

---

# C4H8N2

A single C4H8N2 molecule at a distorted geometry (the ωB97M-V functional and the def2-TZVPD basis, the OMol25 dataset).

Results
Relative energy (zero: lowest compared OMol25 entry of this formula, charge and spin)   60.43 kcal/mol
HOMO-LUMO gap   7.6 eV
Largest force on an atom   1.06 eV/A
Charge   0

```
14
Properties=species:S:1:pos:R:3:forces:R:3:lowdin_charge:R:1
C 0.8466 -0.4853 -1.2567 0.1 -0.1 0.0 -0.04
N -0.0853 0.2770 -0.3937 0.0 0.1 -0.1 -0.26
C 0.6263 0.8434 0.7849 0.0 -0.1 0.1 -0.03
C -1.2784 -0.5861 -0.0811 0.0 -0.1 0.0 -0.19
C -1.8520 -0.3281 1.1707 -0.4 0.3 0.9 -0.38
N -2.3340 -0.0506 2.2014 0.4 -0.2 -1.0 0.08
H 1.6653 0.1580 -1.5853 -0.1 -0.1 0.0 0.10
H 0.2859 -0.8682 -2.1118 0.1 0.1 0.1 0.10
H 1.2284 -1.3168 -0.6629 0.0 0.1 -0.1 0.10
H 1.0219 0.0061 1.3588 0.0 0.1 0.0 0.11
H -0.0957 1.3837 1.3989 0.1 -0.1 -0.1 0.09
H 1.4275 1.5067 0.4474 -0.1 -0.1 0.0 0.10
H -1.0673 -1.6212 -0.3239 0.0 0.1 0.0 0.06
H -0.3892 1.0814 -0.9468 -0.1 -0.2 0.1 0.16
```
Positions in Å, forces in eV/Å.

---

# C4H8N2

A molecular structure, C4H8N2 (the ωB97M-V functional and the def2-TZVPD basis, the OMol25 dataset).

Results
Relative energy (zero: lowest compared OMol25 entry of this formula, charge and spin)   66.92 kcal/mol
HOMO-LUMO gap   9.5 eV
Largest force on an atom   0.48 eV/A
Charge   0

```
14
Properties=species:S:1:pos:R:3:forces:R:3:lowdin_charge:R:1
C -1.0501 -1.2547 0.0900 0.0 -0.3 -0.2 -0.21
N -0.9330 -0.7969 1.5156 0.3 0.0 0.0 -0.02
C -1.0888 0.5288 1.0012 -0.2 0.3 0.0 -0.18
C -1.2580 0.1922 -0.2811 -0.1 0.2 0.0 -0.11
C 1.7901 1.1241 -0.7256 0.1 -0.2 0.1 -0.15
N 1.8864 -0.1267 -0.5425 0.1 0.4 -0.3 0.02
H -1.9269 -1.8993 -0.0584 0.3 0.1 0.0 0.10
H -0.1383 -1.7415 -0.2849 -0.3 0.2 0.1 0.09
H 0.0031 -0.9658 1.8909 -0.3 0.0 0.0 0.10
H -1.1253 1.4419 1.5970 0.1 -0.2 -0.2 0.10
H -1.5103 0.7110 -1.1977 -0.1 -0.1 0.2 0.08
H 1.7816 1.7881 0.1441 0.0 -0.1 -0.1 0.06
H 1.7116 1.6140 -1.7071 0.0 -0.2 0.2 0.07
H 1.8578 -0.6151 -1.4413 0.1 0.0 0.1 0.04
```
Positions in Å, forces in eV/Å.

---

# C4H8N2

A single C4H8N2 molecule at a distorted geometry (the ωB97M-V functional and the def2-TZVPD basis, the OMol25 dataset).

Results
Relative energy (zero: lowest compared OMol25 entry of this formula, charge and spin)   53.50 kcal/mol
Structure (SMILES)   C/C=C/C=N\N
HOMO-LUMO gap   8.8 eV
Largest force on an atom   3.65 eV/A
Charge   0

```
14
Properties=species:S:1:pos:R:3:forces:R:3:lowdin_charge:R:1
C -1.3921 1.8579 -0.2717 -1.0 2.1 -1.3 -0.13
C -0.9361 0.5562 -0.7994 0.5 -1.2 -1.7 -0.17
C 0.1620 -0.0727 -0.3359 -1.6 1.8 1.0 -0.14
C 0.5886 -1.3965 -0.5963 1.6 -2.1 0.8 -0.20
N 1.3373 -2.1373 0.2051 -1.2 2.1 -1.9 -0.06
N 1.8852 -1.4836 1.2678 -1.5 2.2 1.3 -0.05
H -1.3209 2.7614 -1.0396 -0.1 -2.0 1.3 0.12
H -2.4579 1.8445 0.0457 0.5 -0.1 -0.3 0.08
H -0.8236 2.1452 0.5954 0.3 0.1 0.3 0.05
H -1.4652 0.1039 -1.6845 0.3 0.5 1.0 0.12
H 0.5615 0.4678 0.5060 0.6 0.0 0.1 0.07
H 0.2916 -1.8230 -1.5399 -0.2 -0.5 0.0 0.10
H 1.3071 -0.6525 1.7643 1.7 -2.9 -1.4 0.14
H 2.2625 -2.1712 1.8829 0.0 0.0 0.7 0.06
```
Positions in Å, forces in eV/Å.

---

# C4H8N2

2 unconnected molecules or ions with the total composition C4H8N2 at a distorted geometry (the ωB97M-V functional and the def2-TZVPD basis, the OMol25 dataset).

Results
Relative energy (zero: lowest compared OMol25 entry of this formula, charge and spin)   45.95 kcal/mol
HOMO-LUMO gap   11.3 eV
Largest force on an atom   1.30 eV/A
Charge   0

```
14
Properties=species:S:1:pos:R:3:forces:R:3:lowdin_charge:R:1
C 2.0386 0.1066 0.2247 0.0 0.0 0.0 -0.10
C 0.6726 0.7854 0.1955 0.1 0.1 0.0 -0.29
N -0.3128 -0.1052 -0.3903 -0.3 0.1 -0.2 -0.10
C -1.1890 0.3094 -1.2008 0.3 -0.1 0.2 -0.03
C -3.1227 -1.4065 1.1615 1.0 -0.5 0.0 -0.10
N -1.9988 -1.6881 0.9576 -1.2 0.4 0.2 0.00
H 2.4148 -0.0906 -0.7846 -0.1 0.0 0.1 0.07
H 1.9622 -0.8487 0.7540 0.0 0.1 -0.1 0.07
H 2.7758 0.7275 0.7425 -0.1 0.0 -0.1 0.07
H 0.3391 0.9708 1.2258 0.1 0.0 -0.2 0.12
H 0.7101 1.7560 -0.3210 0.0 -0.1 0.0 0.11
H -1.0859 -1.4631 0.5332 -0.1 0.0 0.0 0.02
H -1.9428 -0.4004 -1.5522 0.1 0.2 0.0 0.07
H -1.2613 1.3469 -1.5459 0.1 -0.1 0.0 0.08
```
Positions in Å, forces in eV/Å.

---

# C4H8N2

2 unconnected molecules or ions with the total composition C4H8N2 at a distorted geometry (the ωB97M-V functional and the def2-TZVPD basis, the OMol25 dataset).

Results
Relative energy (zero: lowest compared OMol25 entry of this formula, charge and spin)   65.03 kcal/mol
HOMO-LUMO gap   8.1 eV
Largest force on an atom   1.05 eV/A
Charge   0

```
14
Properties=species:S:1:pos:R:3:forces:R:3:lowdin_charge:R:1
C -0.8257 -1.2402 0.9978 0.0 0.1 0.1 -0.01
N 0.2132 -0.9965 0.2282 0.1 0.0 0.0 -0.04
C 0.7373 0.1784 -0.1855 -0.1 -0.1 0.1 -0.38
C 0.1653 1.4568 0.3288 0.0 0.0 0.0 -0.07
C 1.8816 0.0965 -1.0068 0.7 -0.1 -0.5 -0.23
N 2.8235 0.0127 -1.6875 -0.9 0.1 0.6 0.12
H -1.3653 -0.4200 1.4483 0.1 -0.1 -0.1 0.06
H -1.1061 -2.2697 1.1643 0.1 0.2 0.0 0.06
H -1.9719 -0.3144 -1.3350 0.0 0.0 -0.1 0.05
H 0.6826 -1.8154 -0.1493 -0.1 0.1 0.0 0.17
H -1.4241 0.0312 -1.7073 -0.1 0.0 0.0 0.05
H 0.5553 2.3005 -0.2453 0.0 -0.1 0.1 0.08
H -0.9303 1.4654 0.2368 0.2 0.0 0.0 0.06
H 0.4088 1.6235 1.3894 -0.1 -0.1 -0.1 0.09
```
Positions in Å, forces in eV/Å.

---

# C4H8N2

A single C4H8N2 molecule (the ωB97M-V functional and the def2-TZVPD basis, the OMol25 dataset).

Results
Relative energy (zero: lowest compared OMol25 entry of this formula, charge and spin)   54.94 kcal/mol
Structure (SMILES)   CN/C=C1/CN1
HOMO-LUMO gap   9.1 eV
Largest force on an atom   0.39 eV/A
Charge   0

```
14
Properties=species:S:1:pos:R:3:forces:R:3:lowdin_charge:R:1
C -1.3208 0.3788 -1.9229 0.0 0.1 -0.3 -0.13
N -1.3288 -0.0461 -0.5323 0.1 -0.2 0.1 -0.11
C -0.4203 0.6355 0.2970 0.2 0.0 0.2 -0.14
C 0.5732 0.0154 0.9166 -0.2 0.1 -0.1 -0.29
C 1.5928 -0.1734 1.9214 0.2 0.3 0.2 -0.11
N 1.0429 -1.3070 1.1235 -0.1 -0.2 -0.2 0.04
H -1.8441 1.3345 -2.0234 0.1 -0.1 0.0 0.07
H -1.8491 -0.3589 -2.5332 0.0 0.1 0.1 0.08
H -0.3034 0.5047 -2.3274 -0.2 -0.1 0.0 0.08
H -1.1836 -1.0454 -0.4451 0.0 0.1 -0.1 0.11
H -0.5900 1.7042 0.4249 0.1 -0.2 0.0 0.12
H 1.3019 -0.1819 2.9697 0.1 -0.1 -0.1 0.10
H 2.6222 0.1293 1.7288 -0.2 0.0 0.0 0.10
H 1.7071 -1.5897 0.4025 -0.1 0.1 0.1 0.10
```
Positions in Å, forces in eV/Å.

---

# C4H8N2

A single C4H8N2 molecule (the ωB97M-V functional and the def2-TZVPD basis, the OMol25 dataset).

Results
Relative energy (zero: lowest compared OMol25 entry of this formula, charge and spin)   57.42 kcal/mol
Structure (SMILES)   CN/C=C1/CN1
HOMO-LUMO gap   9.2 eV
Largest force on an atom   0.41 eV/A
Charge   0

```
14
Properties=species:S:1:pos:R:3:forces:R:3:lowdin_charge:R:1
C -2.2147 0.0347 -0.7425 -0.1 0.2 -0.2 -0.13
N -1.1194 0.8561 -0.2504 0.0 -0.1 0.2 -0.10
C 0.1085 0.3447 -0.6821 -0.2 -0.2 -0.1 -0.15
C 1.0051 -0.1154 0.1673 0.3 0.3 -0.1 -0.31
C 2.3751 -0.2735 0.5685 0.2 0.0 -0.2 -0.11
N 1.2752 0.0062 1.5569 0.1 -0.1 0.1 0.04
H -2.3049 0.2012 -1.8276 -0.2 -0.1 0.3 0.08
H -3.1379 0.3284 -0.2369 0.0 -0.1 -0.2 0.08
H -1.9958 -1.0288 -0.5825 -0.3 0.0 0.0 0.08
H -1.1226 0.9175 0.7639 0.0 0.0 -0.2 0.11
H 0.2128 0.2538 -1.7611 0.2 0.1 0.2 0.12
H 3.0247 0.5809 0.3944 0.1 -0.3 0.2 0.10
H 2.8403 -1.2559 0.5664 -0.1 0.1 0.1 0.10
H 1.0535 -0.8498 2.0657 0.0 0.1 -0.1 0.09
```
Positions in Å, forces in eV/Å.

---

# C4H8N2

2 unconnected molecules or ions with the total composition C4H8N2 at a distorted geometry (the ωB97M-V functional and the def2-TZVPD basis, the OMol25 dataset).

Results
Relative energy (zero: lowest compared OMol25 entry of this formula, charge and spin)   101.77 kcal/mol
HOMO-LUMO gap (spin up / spin down)   8.6 / 9.3 eV
Largest force on an atom   2.70 eV/A
Charge   0

```
14
Properties=species:S:1:pos:R:3:forces:R:3:lowdin_charge:R:1
C -0.9956 -0.2992 1.9392 0.1 0.0 -0.1 -0.11
C 0.2991 0.3421 1.3997 0.0 0.2 0.3 -0.35
N 0.4554 0.2731 -0.0379 -0.6 -0.5 1.3 0.06
C 0.5265 -0.6896 -2.6468 0.0 -0.6 -0.6 0.04
C 0.8005 0.6236 -2.4118 0.4 2.5 0.8 -0.37
N 0.9792 1.7111 -1.9629 -0.3 -1.9 -1.6 0.15
H -1.0468 -1.3559 1.6479 0.0 0.2 0.1 0.07
H -1.8810 0.2134 1.5373 0.2 -0.1 0.1 0.07
H -1.0322 -0.2401 3.0360 0.0 0.0 -0.3 0.07
H 0.2954 1.4147 1.6850 0.0 -0.3 -0.1 0.12
H 1.1858 -0.1017 1.8752 -0.2 0.1 -0.1 0.10
H -0.4624 0.5296 -0.4255 0.2 0.0 0.1 0.04
H -0.4524 -0.9966 -3.0121 0.3 0.1 0.2 0.06
H 1.3285 -1.4243 -2.6233 -0.2 0.2 0.1 0.07
```
Positions in Å, forces in eV/Å.

---

# C4H8N2

A single C4H8N2 molecule at a distorted geometry (the ωB97M-V functional and the def2-TZVPD basis, the OMol25 dataset).

Results
Relative energy (zero: lowest compared OMol25 entry of this formula, charge and spin)   4.93 kcal/mol
Structure (SMILES)   CC[C@@H](N)C#N
HOMO-LUMO gap   11.3 eV
Largest force on an atom   1.08 eV/A
Charge   0

```
14
Properties=species:S:1:pos:R:3:forces:R:3:lowdin_charge:R:1
C 0.1925 -1.6821 -0.6760 0.0 0.0 0.0 -0.11
C 0.5519 -0.6136 0.3566 0.0 0.0 0.0 -0.22
C -0.4387 0.5619 0.3951 -0.1 -0.2 -0.1 -0.42
N 0.0212 1.6340 1.2712 0.0 0.1 -0.1 0.04
C -0.7011 1.0719 -0.9758 -0.1 0.4 -0.9 -0.20
N -0.8679 1.5513 -2.0160 0.1 -0.5 0.9 0.15
H 0.1425 -1.2578 -1.6850 0.0 -0.1 0.2 0.07
H -0.7756 -2.1497 -0.4607 0.1 0.1 0.0 0.08
H 0.9488 -2.4731 -0.6862 -0.1 0.1 0.0 0.07
H 0.5849 -1.0453 1.3631 0.0 0.1 -0.1 0.11
H 1.5556 -0.2223 0.1470 -0.1 0.0 0.0 0.11
H -1.3915 0.1946 0.7964 0.1 0.0 -0.1 0.15
H 0.8573 2.0589 0.8761 -0.1 -0.1 0.1 0.08
H -0.6798 2.3713 1.2943 0.1 -0.1 0.1 0.08
```
Positions in Å, forces in eV/Å.